No. 1
Density functional theory data (ωB97M-V with the def2-TZVPD basis set) for a molecular structure, C27H27As2N3O12RhS2.

```
74
C27H27As2N3O12RhS2 (ωB97M-V with the def2-TZVPD basis set)
Rh 0.65530 -1.10631 1.12266
As -0.75860 1.58074 -2.58051
As -0.74203 1.81188 0.98843
S 1.46025 -3.37294 1.49507
S 1.39875 -5.43179 -0.68062
O 1.87432 0.19820 2.22463
O 1.42887 4.89213 -2.55838
O 1.92246 -0.92340 -0.49121
O -1.10033 -0.12991 7.18050
O -2.63251 -0.56694 0.85674
O -0.30637 5.36359 0.33030
O 1.44244 4.44114 1.30094
O -0.61825 4.50789 -3.26458
O 1.90073 1.30104 4.17216
O 0.54040 1.20061 6.45925
O -2.38456 -0.89181 -1.35048
O 2.29571 0.28404 -2.32674
N -0.38247 -1.11396 2.87095
N -1.42179 -1.33758 4.75470
N 0.03116 -3.19928 -0.71175
C 3.65643 -0.19980 -2.29745
C 0.05626 3.07054 -1.58129
C -0.36232 0.25491 6.31187
C 0.48146 -5.05424 -2.07555
C -0.46713 -0.37424 4.96411
C 0.19353 -0.25946 3.78305
C -1.34661 -1.77896 3.48458
C -4.01984 -0.91543 0.70560
C 1.50056 -0.12620 -1.36697
C -1.00363 -3.27679 -2.92817
C 0.88807 -3.92662 0.03501
C -2.18585 -2.86130 2.92015
C 0.27457 4.23267 -2.50902
C -1.12116 -3.99616 -4.07933
C 0.34619 -5.77442 -3.25687
C -0.58104 0.06602 -0.10602
C 2.54948 4.50824 -1.76051
C -0.45156 -5.23577 -4.24207
C -1.93981 -0.52199 -0.29140
C -0.18014 -3.79841 -1.89244
C 0.07134 3.11617 -0.25047
C 1.40993 0.49623 3.39244
C 0.38930 4.39884 0.47815
C 2.31127 3.31579 1.48577
C -2.56216 2.38662 0.53562
C 0.14325 0.33820 -1.34588
C 0.40957 1.61173 -4.14710
H -0.57504 -5.77518 -5.17100
H -3.23415 -2.56530 2.88174
H 3.32820 3.70284 1.46397
H 3.66462 -1.27793 -2.44438
H 2.53719 5.05239 -0.81655
H 2.55966 3.43110 -1.58440
H -1.73904 -3.62750 -4.88503
H -4.11724 -1.97123 0.45562
H 1.43347 1.89945 -3.93043
H -0.04540 2.33072 -4.82766
H -3.27098 1.91380 1.20956
H 3.42943 4.79383 -2.33216
H 0.39046 0.62734 -4.61380
H -2.10838 -3.75709 3.53542
H 2.10898 2.86594 2.45585
H -4.48056 -0.70167 1.66576
H -1.85434 -3.09202 1.90915
H -1.51253 -2.33711 -2.77101
H -4.47632 -0.31678 -0.08024
H 4.14779 0.30516 -3.12267
H -2.05293 -1.63791 5.48671
H 2.18758 2.57264 0.69707
H -2.81765 2.18758 -0.50441
H 0.84400 -6.72162 -3.40200
H 1.03855 1.37326 5.61733
H -2.56462 3.46673 0.69451
H 4.11583 0.05505 -1.34482
```

Results
2S+1 = 5
total charge = +1
⟨S²⟩ = 6.054
lowest unoccupied orbital energy (spin up / spin down) = -3.564 / -6.609 eV

No. 2
Density functional theory data (ωB97M-V with the def2-TZVPD basis set) for a molecular structure, C27H27BCl3IN9O2STl.

```
72
C27H27BCl3IN9O2STl (ωB97M-V with the def2-TZVPD basis set)
Tl 2.13869 -0.82344 -0.41631
I 0.58614 -1.36750 4.79568
Cl -3.43197 2.68709 4.75155
Cl -4.62518 -1.01470 -1.72320
Cl -4.27787 -2.59393 5.08084
S -4.13110 0.82905 -4.01377
O 2.41344 -2.29609 1.36565
O -2.69510 1.90289 0.43046
N 3.27368 -1.98471 -2.91813
N 3.74409 0.46363 -2.55112
N 2.66334 -3.49649 3.22452
N 1.41107 -0.32857 -3.25003
N 1.21330 0.55824 1.03316
N 3.66062 0.53334 -1.19650
N -0.16099 2.00672 1.91189
N 0.73875 -0.51510 -2.08327
N 3.04219 -2.37226 -1.63950
C 5.20622 1.98669 -1.87699
C 0.52918 -0.07196 -4.22219
C -3.94491 1.65605 -1.58095
C 0.53864 -2.41554 2.91392
C -3.62563 2.76410 -2.42006
C 1.83361 1.12368 2.12580
C -2.66788 2.20767 1.80823
C -2.98560 0.99766 2.66849
C -3.76972 0.02800 4.75044
C -3.39333 -1.38448 2.84044
C 0.97454 2.01536 2.68329
C -4.21720 0.54082 -2.31665
C -0.56694 -0.36705 -2.34306
C 4.54021 1.45312 -0.78448
C -0.74763 -0.08201 -3.68785
C 0.01831 1.13187 0.92155
C 1.93877 -2.70769 2.44745
C -2.99278 -0.27780 2.11380
C 4.67211 1.32963 -2.97261
C -3.77907 -1.22781 4.16314
C -4.01859 1.72959 -0.09318
C 3.90943 -4.09997 -2.73551
C -3.38901 1.12712 3.99761
C 3.42153 -3.64843 -1.51847
C -3.68787 2.46663 -3.74122
C -1.32326 2.87202 2.10800
C 3.79690 -3.01527 -3.59002
B 2.94311 -0.55067 -3.41219
H -4.64030 2.57851 0.21082
H 2.32708 -3.80267 4.12327
H 5.97216 2.74168 -1.87601
H -3.41272 2.98342 2.02492
H 3.32987 -4.16220 -0.57604
H -1.31786 -0.48399 -1.57561
H 0.00145 -3.34199 3.10130
H -1.67972 0.07999 -4.19805
H 2.82106 0.83200 2.44066
H -1.31674 3.19958 3.14400
H 1.08208 2.63908 3.55378
H 4.06015 -2.92990 -4.63143
H -4.46576 0.81832 0.30690
H -3.38378 3.74499 -2.03463
H 4.90540 1.42881 -4.01995
H -4.07677 0.15645 5.77929
H -3.52612 3.12600 -4.57947
H -3.42991 -2.36494 2.38433
H 3.60303 -3.75014 2.96166
H -1.23408 3.74679 1.46276
H -0.72301 0.93132 0.16739
H -0.00459 -1.81422 2.19406
H 4.65713 1.68263 0.26225
H -2.70847 -0.39997 1.07476
H 0.85399 0.09345 -5.23626
H 3.23963 -0.42231 -4.55268
H 4.29054 -5.08020 -2.96067
```

Results
2S+1 = 1
total charge = +2
lowest unoccupied orbital energy = -5.773 eV

DFT total energy across the listed records, respectively: -203825.3133 -107804.6470 eV.